C3H6N2 | the ωB97M-V functional and the def2-TZVPD basis

Geometry as XYZ:
```
11
Properties=species:S:1:pos:R:3
N 0.68 -2.63 0.39
H -1.13 0.94 -1.25
C -0.05 0.83 -1.13
N 0.25 0.82 0.29
C -0.35 -0.29 0.98
C 0.14 -1.63 0.55
H -1.44 -0.21 0.93
H 0.43 1.70 -1.59
H -0.06 -0.27 2.03
H 0.27 -0.08 -1.65
H 1.25 0.83 0.45
```

Summary:
**Gap between HOMO and LUMO**: 0.39470 Ha
**Calculated total energy**: -6187.7072 eV
**Net charge**: 0
**ΔE to the lowest compared entry with this formula, charge and spin**: 0.838 eV
**SMILES string**: CNCC#N